1.
The following is a DFT calculation (ωB97M-V/def2-TZVPD) of the molecule C3H3NO at a distorted geometry.

Results
* E_tot: -6694.0385 eV
* maximum force: 3.04 eV Å⁻¹
* frontier orbital gap: 0.327 Eh
* energy relative to the best compared isomer or geometry (same formula, charge and spin): 236.7 kJ/mol
* molecular weight: 69.1 g mol⁻¹

Last column: natural (NBO) charge in e.
Atoms and positions in Å:
O -0.1187 1.5693 -0.5124  -0.427
C -0.7603 0.4708 -0.7103  0.255
C -0.3079 -0.6488 -0.0553  -0.458
C 0.8294 -0.2577 0.7076  -0.032
N 1.2510 0.9527 0.6897  -0.042
H -1.6376 0.4114 -1.3847  0.206
H -0.7169 -1.6423 -0.1028  0.237
H 1.4610 -0.8554 1.3682  0.260

***

2.
The following is a DFT calculation (ωB97M-V/def2-TZVPD) of a cluster of 3 separate species, C22H24N3O4 in total at a distorted geometry.

Results
* net charge: +1
* E_tot: -35841.8753 eV
* maximum force: 9.40 eV Å⁻¹
* frontier orbital gap: 0.234 Eh
* energy relative to the best compared isomer or geometry (same formula, charge and spin): 1246.4 kJ/mol
* molecular weight: 394.5 g mol⁻¹

Last column: natural (NBO) charge in e.
Atoms and positions in Å:
C 0.0689 -1.4142 4.6011  -0.399
C 0.7867 -1.1045 3.3170  -0.217
C -0.0494 -1.1241 1.8686  -0.306
N -1.1006 -0.0184 2.0023  -0.374
C -0.5684 1.3577 2.4392  0.099
C -1.6013 2.6481 2.6730  -0.208
C -3.2013 2.4029 2.4125  -0.044
C -4.3234 3.6009 2.6417  0.731
O -4.3146 4.6996 1.8797  -0.482
O -5.2940 3.4027 3.7639  -0.656
C -3.7250 0.9333 1.9088  -0.232
C -2.5719 -0.2638 1.7222  0.330
C -3.1917 -1.7276 1.2015  -0.477
C -3.6983 -2.5688 2.5188  -0.511
C -5.3340 -2.3755 2.7360  0.757
O -5.8046 -2.4140 3.9909  -0.546
O -6.2928 -2.1246 1.6480  -0.714
H -0.0788 -0.4950 5.3449  0.231
H -0.3597 -2.4639 4.8924  0.239
H 1.9243 -0.7937 3.2443  0.247
H -0.5061 -2.2022 1.7939  0.250
H 0.6444 -0.9536 0.9400  0.290
H 0.5706 1.5914 2.6319  0.295
H -1.2344 3.7176 3.0010  0.296
H -4.8643 2.7289 4.3924  0.497
H -4.8609 0.7085 1.6730  0.285
H -4.0768 -1.4217 0.4610  0.283
H -2.4215 -2.3238 0.5260  0.263
H -3.1967 -2.0648 3.4746  0.268
H -3.3663 -3.6918 2.4342  0.281
H -6.8634 -1.3440 1.9707  0.513
N 2.3081 0.6320 -0.1888  -0.469
C 3.4673 1.0039 0.3972  0.016
C 4.7170 0.5902 -0.0356  -0.252
C 4.7848 -0.2602 -1.1340  -0.153
C 3.6082 -0.6624 -1.7577  -0.229
C 2.4059 -0.1926 -1.2541  0.016
H 3.3617 1.6653 1.2523  0.185
H 5.6155 0.9226 0.4718  0.230
H 5.7465 -0.6066 -1.5012  0.227
H 3.6272 -1.3250 -2.6156  0.245
H 1.4604 -0.4750 -1.7085  0.190
N 3.5742 0.1305 -4.9555  -0.438
C 4.6046 -0.1094 -5.7958  0.031
C 4.5352 0.0627 -7.1690  -0.257
C 3.3356 0.5041 -7.7172  -0.157
C 2.2557 0.7579 -6.8778  -0.260
C 2.4230 0.5597 -5.5166  0.028
H 5.5180 -0.4552 -5.3205  0.193
H 5.3955 -0.1429 -7.7958  0.228
H 3.2428 0.6494 -8.7895  0.224
H 1.3072 1.1023 -7.2739  0.225
H 1.6109 0.7475 -4.8198  0.188

***

3.
The following is a DFT calculation (ωB97M-V/def2-TZVPD) of a cluster of 3 separate species, C28H70N11O4P2S2 in total at a distorted geometry.

Results
* net charge: +1
* E_tot: -94990.4879 eV
* maximum force: 7.45 eV Å⁻¹
* frontier orbital gap: 0.244 Eh
* molecular weight: 751.0 g mol⁻¹

Last column: Mulliken charge in e.
Atoms and positions in Å:
C -4.2945 -4.0609 1.1903  -0.835
C -3.7857 -2.6485 1.5855  -0.392
C -2.9115 -1.9658 0.5480  0.506
O -1.9027 -1.4488 0.8763  -0.513
O -3.2797 -1.8840 -0.7906  -0.370
C -2.5336 -2.7627 -1.6119  -0.946
C -1.2421 -2.1059 -2.1479  -0.188
N -1.5646 -0.9328 -2.9700  0.148
C -0.7379 -0.3733 -3.7852  -0.160
N -1.2144 0.7438 -4.4688  -0.331
C -0.9495 2.0511 -3.7784  -0.563
C -1.4752 2.1312 -2.3436  0.001
C -0.9833 3.4003 -1.5962  -1.046
S 0.8264 3.6149 -1.5867  -0.057
C 1.5030 2.3269 -0.5338  -0.364
S 1.0500 0.7434 -0.6235  -0.042
N 2.4935 2.7135 0.3867  0.165
C 2.3174 2.1222 1.7306  -0.711
C 3.1994 0.8824 2.0678  -0.909
C 3.8512 2.5628 -0.1490  -0.063
C 4.0793 3.4404 -1.4090  -1.192
N 0.5301 -0.9194 -3.9037  -0.215
C 1.5909 0.0450 -4.2640  -0.003
N 2.8414 -0.6728 -4.4224  -0.412
C 3.8412 -0.3335 -3.3998  -0.772
H -3.6372 -4.8327 1.6053  0.358
H -4.3960 -4.2151 0.1074  0.286
H -5.3072 -4.1667 1.6019  0.140
H -3.1797 -2.7154 2.4939  0.335
H -4.6179 -1.9761 1.8434  0.340
H -2.2115 -3.6827 -1.1015  0.439
H -3.1412 -3.0610 -2.4787  0.425
H -0.6698 -1.7956 -1.2616  0.081
H -0.6967 -2.8426 -2.7437  0.404
H -2.4895 -0.5219 -2.8656  0.453
H -0.7601 0.8118 -5.3768  0.396
H -1.4847 2.8187 -4.3589  0.350
H 0.1131 2.3093 -3.8746  0.388
H -2.5753 2.2038 -2.3859  0.368
H -1.2353 1.2700 -1.7127  -0.045
H -1.4379 3.4546 -0.6010  0.467
H -1.3893 4.2585 -2.1545  0.461
H 2.5912 2.9149 2.4462  0.396
H 1.2810 1.8584 1.9554  0.451
H 4.0976 1.1580 2.6349  0.362
H 3.4317 0.2399 1.2164  0.223
H 2.6130 0.2595 2.7631  0.328
H 3.9428 1.5177 -0.5060  0.107
H 4.6327 2.8100 0.5749  0.489
H 3.7251 4.4607 -1.2285  0.400
H 3.4534 3.0101 -2.2120  0.044
H 5.1133 3.3948 -1.7611  0.279
H 0.5447 -1.7295 -4.5211  0.332
H 1.3893 0.5943 -5.2055  0.246
H 1.6717 0.8230 -3.4904  -0.185
H 3.2242 -0.5157 -5.3462  0.289
H 4.6212 -1.1081 -3.4243  0.364
H 4.3391 0.6364 -3.5684  0.317
H 3.4031 -0.3441 -2.3947  0.166
O -7.3366 -5.6068 2.8520  -0.783
P -8.1461 -6.8327 3.2332  0.871
N -8.8530 -7.1189 1.6937  0.124
C -10.2551 -7.0420 1.3429  -0.939
C -7.9495 -7.4409 0.5995  -0.877
N -9.2354 -6.0316 4.2976  0.115
C -10.6817 -6.1730 4.2927  -1.045
C -8.9002 -4.6646 4.6872  -1.005
N -8.7491 -8.3605 3.8671  -0.067
C -8.0809 -8.6548 5.1680  -1.152
C -8.6184 -9.5850 3.0669  -1.009
H -10.8809 -7.6535 2.0003  0.310
H -10.4381 -7.4261 0.3386  0.377
H -10.6201 -6.0093 1.3594  0.259
H -7.5132 -8.4428 0.7251  0.279
H -7.1217 -6.7269 0.5449  0.154
H -8.4447 -7.4258 -0.3701  0.370
H -11.1506 -5.5564 3.5182  0.312
H -11.0951 -5.8559 5.2546  0.388
H -11.0024 -7.2053 4.1699  0.276
H -9.1092 -3.9530 3.8790  0.308
H -7.8522 -4.5795 4.9632  0.299
H -9.4755 -4.3599 5.5645  0.326
H -7.0062 -8.8071 5.0340  0.366
H -8.5024 -9.5488 5.6288  0.403
H -8.2198 -7.8351 5.8715  0.327
H -7.5803 -9.7931 2.7918  0.350
H -9.2187 -9.5515 2.1597  0.294
H -9.0002 -10.4363 3.6334  0.363
O 6.6777 5.5359 -1.3440  -0.814
P 7.7123 6.1376 -0.4100  0.887
N 7.5118 7.7754 -0.8826  0.168
C 8.4833 8.6266 -1.5357  -0.956
C 6.2103 8.3806 -0.6384  -0.954
N 9.0923 5.4220 -1.1509  0.144
C 10.3142 6.1190 -1.5161  -1.033
C 8.8496 4.3621 -2.1251  -0.918
N 8.7489 6.5851 0.9414  -0.049
C 8.9266 5.4081 1.8400  -1.153
C 8.3652 7.6998 1.8171  -1.000
H 9.4355 8.6582 -0.9969  0.316
H 8.1449 9.6626 -1.5753  0.374
H 8.6664 8.3126 -2.5690  0.240
H 6.0404 8.5387 0.4368  0.282
H 5.4008 7.7445 -1.0087  0.226
H 6.1006 9.3476 -1.1262  0.367
H 10.2120 6.6538 -2.4665  0.322
H 11.1355 5.4055 -1.6317  0.381
H 10.6458 6.8150 -0.7487  0.272
H 8.5002 4.7675 -3.0827  0.305
H 8.1125 3.6515 -1.7583  0.197
H 9.7621 3.7908 -2.3114  0.323
H 7.9770 5.1129 2.2960  0.364
H 9.6384 5.6295 2.6359  0.409
H 9.3164 4.5529 1.2895  0.316
H 7.3777 7.5559 2.2651  0.347
H 8.3751 8.6557 1.2971  0.294
H 9.0952 7.8025 2.6221  0.361

***

4.
The following is a DFT calculation (ωB97M-V/def2-TZVPD) of a cluster of 2 separate species, C6H10N4 in total at a distorted geometry.

Results
* E_tot: -12338.5431 eV
* maximum force: 5.40 eV Å⁻¹
* frontier orbital gap (alpha / beta): 0.276 / 0.274 Eh
* energy relative to the best compared isomer or geometry (same formula, charge and spin): 571.9 kJ/mol
* molecular weight: 138.2 g mol⁻¹

Last column: natural (NBO) charge in e.
Atoms and positions in Å:
C -3.8394 0.8997 -0.1240  0.159
C -2.6670 -0.8657 0.5134  0.152
C 1.0123 -0.7650 -1.0125  -0.408
C 2.7718 0.8953 -0.6836  -0.661
C 2.0598 -0.5327 1.2038  -0.644
C 1.9203 -0.1700 -0.2531  0.021
N -4.6283 -0.1201 0.0044  -0.236
N -3.9485 -1.1638 0.4057  -0.233
N -1.4819 1.1454 0.0473  -0.075
N -2.4871 0.4834 0.1202  -0.219
H -4.0078 1.8994 -0.5182  0.225
H -1.8062 -1.3952 0.9029  0.227
H 1.1581 -0.4244 -1.9835  0.190
H 3.0011 0.7283 -1.7853  0.213
H 3.7549 1.0372 -0.2512  0.220
H 2.4204 1.9250 -0.7114  0.235
H 2.0048 0.2461 2.0281  0.222
H 1.3260 -1.3567 1.4727  0.203
H 3.1107 -0.9589 1.3716  0.214
H 0.3261 -1.5073 -0.7473  0.194

***

5.
The following is a DFT calculation (ωB97M-V/def2-TZVPD) of a cluster of 2 separate species, C6H7BrO in total at a distorted geometry.

Results
* E_tot: -78420.4266 eV
* expectation value of S²: 2.045
* maximum force: 2.41 eV Å⁻¹
* frontier orbital gap (alpha / beta): 0.273 / 0.306 Eh
* energy relative to the best compared isomer or geometry (same formula, charge and spin): 0.0 kJ/mol
* 2S+1: 3
* molecular weight: 175.0 g mol⁻¹

Last column: Mulliken spin population.
Atoms and positions in Å:
C -2.3405 0.2344 -0.9887  -0.105
C -1.5651 -0.6458 -0.2923  0.346
C -1.6597 1.4455 -0.9952  0.387
C -0.4350 0.0489 0.2346  -0.136
C 0.4338 -0.1976 1.2828  0.484
C 2.7409 -0.7067 0.3089  0.861
O -0.5060 1.3456 -0.2666  0.035
Br 3.1869 0.8161 -0.6164  0.097
H -3.2657 -0.0801 -1.4508  -0.003
H -2.0228 -1.5446 -0.0444  0.021
H -1.8432 2.2746 -1.6745  0.016
H 0.6517 -1.2201 1.6983  -0.012
H 0.9229 0.7565 1.7369  0.002
H 3.2023 -0.9421 1.2710  0.004
H 2.4994 -1.5845 -0.2035  0.005

***

6.
The following is a DFT calculation (ωB97M-V/def2-TZVPD) of the molecule C2H4N2 at a distorted geometry.

Results
* structure (SMILES): CC1N=N1
* E_tot: -5116.0909 eV
* maximum force: 3.34 eV Å⁻¹
* frontier orbital gap: 0.379 Eh
* energy relative to the best compared isomer or geometry (same formula, charge and spin): 276.8 kJ/mol
* molecular weight: 56.1 g mol⁻¹

Last column: natural (NBO) charge in e.
Atoms and positions in Å:
C -0.8314 0.2157 0.0625  -0.645
C 0.5635 -0.3938 0.3389  -0.088
N 1.3102 -0.1071 -1.0852  -0.040
N 1.6095 0.5340 -0.1016  -0.099
H -1.6571 -0.4459 0.3917  0.221
H -0.8409 0.3685 -0.9970  0.222
H -0.8306 1.2286 0.5883  0.216
H 0.6768 -1.4000 0.8024  0.214